(1)
C39H65ClFIN2O12PS | wB97M-V/def2-TZVPD

```
! wB97M-V def2-TZVPD RIJCOSX def2/J DEFGRID3
* xyz 1 1
I -1.78735 5.24247 1.99749
Cl 3.28837 -2.12424 -1.86929
S -2.17030 1.04880 2.04289
P 3.14313 -1.01408 -0.12747
F -2.53084 -0.39229 1.39009
O 5.51385 -8.93650 -1.90127
O 0.94527 6.43053 8.01582
O -5.45095 -2.99279 -4.67879
O 4.38093 -7.25278 0.24463
O 3.63611 0.52890 -0.53104
O -2.44797 0.89405 3.44026
O -3.03284 2.02438 1.45361
O -7.62031 -4.74030 -5.65844
O 0.88677 6.23760 5.07571
O -0.28689 7.61365 -2.43150
O -0.38212 6.83871 -5.27773
O -1.49856 3.54006 4.34739
N 1.52392 -0.28896 1.79331
N -2.85193 -0.12011 -2.25840
C -5.85871 -4.21652 -4.07540
C 0.04787 2.58247 2.83088
C -0.51799 -0.12542 -1.41135
C -0.15581 -4.89088 4.65145
C -0.36907 8.97953 -2.81140
C 0.56816 0.34959 -0.43080
C 1.11211 -3.19611 1.38968
C 0.62636 -2.18695 0.33953
C 0.50916 3.98786 -0.40140
C 1.31118 -0.79322 0.38734
C 2.22925 5.78979 5.10117
C 5.65937 -7.88228 0.27834
C 1.52287 7.72212 7.90649
C -1.30052 6.81744 -3.03212
C -0.75026 6.00541 -4.18832
C 4.65949 -8.30046 -2.83683
C -0.41529 2.78597 -0.40197
C 3.31780 -8.18426 0.39214
C 1.18864 4.93178 -0.13725
C 0.27729 -3.53502 2.50276
C 0.73357 -4.47638 3.44558
C 1.01942 7.03585 -5.36656
C -2.50230 -0.95216 -3.23627
C 0.04991 5.50018 5.96111
C 0.27643 0.08617 2.48523
C -7.46779 -4.18516 -6.95536
C 1.99032 -5.12314 3.34352
C 2.82054 -4.79809 2.25226
C -0.22913 6.28649 7.22620
C 6.24932 -8.01184 -1.11221
C -1.15840 -1.37077 -3.37276
C -0.13198 -0.99289 -2.49900
C -1.87712 0.23978 -1.42718
C -6.39729 -1.95146 -4.48353
C 0.21471 1.62522 0.44117
C -0.40002 1.38878 1.88033
C -6.39156 -5.19151 -5.10713
C -1.04686 3.62629 3.23562
C 2.35361 -3.85903 1.31335
H -0.44587 9.09341 -3.89496
H 0.48990 4.52561 6.19766
H 0.88911 -1.34324 -2.67366
H 3.42448 -9.02974 -0.29045
H 0.90352 8.45629 8.43143
H 1.50669 6.11840 -5.71400
H -0.95233 5.73120 7.83121
H 4.60330 0.52396 -0.63069
H 1.64611 8.02265 6.86323
H 0.53818 9.47804 -2.47163
H -0.71940 -3.07417 2.60382
H -1.66261 6.12882 -2.26030
H 0.87346 3.18022 2.38547
H 2.38278 -7.67069 0.16791
H -6.66483 -3.44467 -6.98646
H 1.20276 7.82459 -6.09526
H 7.26662 -8.40564 -1.02603
H 3.28017 -8.54469 1.42543
H 1.23191 2.02666 0.65796
H -1.23015 9.45206 -2.32821
H -7.26672 -4.97902 -7.68175
H -0.07436 -5.99370 4.70774
H 1.35843 0.73158 -1.11889
H -0.49776 2.50060 -1.47146
H -2.19621 0.95769 -0.65130
H 6.30605 -7.03565 -1.60384
H -5.65132 -5.36969 -5.89313
H -4.96954 -4.65192 -3.60759
H 5.60153 -8.85794 0.76889
H -7.40719 -2.26980 -4.74943
H -1.42647 3.08917 -0.08660
H -0.88199 5.32227 5.42984
H 2.61233 5.71682 6.12151
H 0.45543 2.22067 3.79465
H 2.50414 7.69317 8.37933
H -6.37749 -1.61614 -3.44109
H 3.00498 -3.63168 0.45870
H 0.48246 0.16244 3.56408
H 3.81474 -5.24235 2.10255
H 5.25079 -7.85781 -3.64533
H 2.83543 6.50994 4.55173
H 2.31004 4.81310 4.60544
H -6.11550 -1.11539 -5.12368
H 1.44585 7.33980 -4.40759
H 0.09464 5.38935 -3.86313
H 2.32458 -5.86772 4.07357
H 0.15655 -4.39829 5.58650
H -8.40363 -3.69643 -7.22359
H 4.04535 -7.52974 -2.36394
H 2.22422 0.46662 1.73536
H 6.31357 -7.24153 0.87850
H -0.66473 7.26169 6.99020
H -0.41666 -0.77394 2.37918
H -0.90129 -2.03242 -4.21326
H -1.53664 5.33580 -4.55252
H -6.59600 -6.14690 -4.61366
H -1.20053 -4.65184 4.38774
H -6.59899 -4.03723 -3.29042
H 0.85059 -2.63156 -0.65085
H -2.14378 7.43470 -3.35531
H 4.00190 -9.05824 -3.26140
H 1.79917 5.74758 0.22426
H -3.24256 -1.30771 -3.96615
H 1.99615 -1.00126 2.37918
H -0.47463 -2.07719 0.42743
*
```

Summary:
HOMO level: -10.7 eV
strongest force on any atom: 4.52 eV/A
orbital gap: 7.55 eV

Here are the Löwdin charges for atoms 1 to 6, given in e: 0.987, 0.327, 0.689, 0.664, -0.151, -0.186

***

(2)
C39H65N14O4P2Si2Tl | wB97M-V/def2-TZVPD

```
! wB97M-V def2-TZVPD RIJCOSX def2/J DEFGRID3
* xyz 0 1
Tl 0.12336 -0.78807 0.46377
P -3.37004 -1.93657 -1.01243
P -3.57874 0.75743 -0.07963
Si 1.26426 0.39003 4.07577
Si -0.91134 -2.12367 4.22117
O -2.16154 0.87873 -0.42593
O 3.94976 3.10453 -3.47753
O -4.27494 -0.60557 -0.67103
O -2.17564 -2.06527 -0.18513
N 2.42626 -1.54877 -1.10033
N -3.03534 -1.82307 -2.64603
N -0.14924 3.99433 -0.76843
N 1.94376 -5.30727 0.83937
N -4.48304 1.99673 -0.74053
N 4.53096 -1.25527 -0.63673
N 0.55776 2.15403 0.15657
N -4.47024 -3.17637 -0.86643
N 0.04326 4.28813 0.52307
N 5.42376 3.39163 -5.09233
N 4.45066 4.28063 -5.27503
N 0.79226 -3.49097 0.42927
N 4.43326 -2.50967 -1.09133
N -4.04584 0.74283 1.51817
C -1.64744 -3.35637 2.95207
C 0.38276 -4.46807 -0.42263
C 0.56396 2.01253 4.85157
C 5.79856 -0.60567 -0.40953
C 5.12576 2.69213 -4.03033
C 2.57306 0.86363 2.73817
C 7.57786 -0.07747 -3.72313
C -0.06664 6.14683 -3.84093
C 6.89686 1.00773 -4.22873
C -4.61444 -0.42707 2.15807
C -4.05694 2.56533 -1.99853
C 1.08776 -5.60847 -0.18583
C -5.88934 -3.02237 -0.64733
C -3.92994 -4.44587 -0.42533
C -5.91504 2.02943 -0.54323
C 1.73326 -4.00817 1.17647
C 0.18326 -3.16357 5.39627
C 2.33206 4.80323 -4.15453
C 5.54266 1.07403 -2.23253
C -1.82984 -1.09847 -3.00003
C -3.23694 1.55693 2.40857
C 0.73606 6.40593 -4.94243
C 0.16176 2.70333 -0.97013
C 0.45686 3.16253 1.04997
C 1.93656 5.74923 -5.10293
C 3.15676 -2.65387 -1.35443
C -0.59364 4.99163 -1.70123
C 1.51466 4.53333 -3.05203
C -2.38894 -1.59667 5.34697
C 0.32196 5.20693 -2.88733
C -0.05904 -0.70867 3.37077
C 2.49076 -3.31837 2.24757
C 7.24776 -0.59617 -2.47763
C 6.24106 -0.00697 -1.72363
C -4.14484 -1.57097 -3.54033
C 5.86676 1.59253 -3.48473
C 3.31816 -0.68867 -0.65953
C 2.32306 -0.39447 5.45907
C 3.57126 4.10503 -4.32313
H 0.36836 -2.62707 6.32007
H -2.68294 2.28663 1.82177
H -2.04674 -0.93557 6.13747
H -2.98864 2.39423 -2.10743
H 0.41836 7.12923 -5.67653
H 1.84646 3.79693 -2.33623
H -0.87054 -3.99587 2.54997
H 8.36386 -0.53627 -4.30413
H -1.43844 -1.49317 -3.93923
H 2.10016 1.13543 1.80047
H 7.76366 -1.46507 -2.09833
H -3.84974 -1.13217 2.49887
H 3.11276 0.30423 -0.32043
H -6.25384 3.06753 -0.48983
H -0.66774 5.93063 -1.14193
H 3.16016 0.24133 5.73477
H 1.73086 -0.56327 6.35117
H -4.32934 -5.25897 -1.03673
H 2.60736 -5.94127 1.25407
H 1.14456 -3.40207 4.95687
H -3.15394 -1.06357 4.79057
H 5.65756 0.17293 0.34607
H 7.12296 1.41663 -5.19823
H 3.22716 0.01683 2.54437
H -4.17934 -4.64497 0.62107
H -6.44564 1.53563 -1.36613
H 6.51466 -1.34857 -0.05143
H -0.24104 2.42623 4.25007
H -2.52634 0.94873 2.97587
H -5.20054 -0.09397 3.01767
H 3.47016 -2.99247 1.89357
H -2.87054 -2.44947 5.81767
H -3.87314 -1.90767 -4.54253
H -1.09304 -1.24257 -2.21033
H 2.58606 5.93463 -5.94223
H 1.06666 -6.57497 -0.64143
H -6.17454 -1.98997 -0.82543
H -4.25664 3.64043 -2.00113
H 3.20146 1.69553 3.04877
H -5.27504 -0.93847 1.46357
H -0.99714 6.67813 -3.70843
H -0.38734 -4.28147 -1.14203
H -5.00954 -2.13377 -3.19653
H 0.69156 3.05643 2.08857
H -4.58574 2.11463 -2.84823
H -0.81254 -0.08667 2.87567
H 2.74466 -3.57047 -1.72653
H 4.73136 1.51523 -1.67323
H 1.31736 2.78653 4.96817
H 1.92516 -2.44937 2.57857
H 0.08696 2.21343 -1.91873
H -2.40824 -3.99867 3.38887
H 2.72536 -1.35047 5.14367
H -0.30134 -4.10037 5.65737
H -4.40664 -0.50537 -3.58913
H -6.16174 -3.29977 0.37707
H -2.01744 -0.02367 -3.11033
H -2.84894 -4.41477 -0.52263
H -6.45204 -3.66797 -1.32923
H -6.15214 1.52833 0.39097
H -3.89164 2.07743 3.11277
H 2.64316 -3.99047 3.08987
H 0.15166 1.80253 5.83537
H -2.08664 -2.83847 2.10727
H -1.59554 4.72853 -2.06583
*
```

Summary:
HOMO level: -5.5 eV
strongest force on any atom: 2.03 eV/A
orbital gap: 5.23 eV

Here are the Löwdin charges for atoms 1 to 6, given in e: 0.862, 0.505, 0.503, 0.395, 0.402, -0.338